Entry 1:
Formula: C4H9FS2
Source: OMol25
Level of theory: the ωB97M-V functional and the def2-TZVPD basis

Cartesian coordinates (Å):
C: -0.204673 -1.037285 -1.597793
C: -0.481859 -0.402905 -0.237039
C: 0.746547 0.294821 0.297128
F: 0.532418 0.732619 1.592706
C: 1.203625 1.434359 -0.594019
S: 1.030349 2.982481 -0.234725
H: 0.651307 -1.705791 -1.503099
H: 0.010410 -0.217441 -2.343262
H: -1.044118 -1.656286 -1.946388
H: -1.317553 0.325474 -0.253294
H: -0.808532 -1.182424 0.478141
H: 1.559964 -0.435722 0.351005
H: 1.658843 1.103919 -1.568547
S: -1.690758 -2.861241 0.429860
H: -2.096341 -3.539683 1.519924
H: -0.421028 -2.959386 0.599347

Cartesian forces (eV/Å) of the 3 atoms listed first:
-0.2 0.8 -0.5
-0.5 0.5 0.2
0.5 0.2 -0.1

Results
- 2S+1 = 1
- SMILES = CC[C@H](F)C=S.S
- HOMO-LUMO gap (eV) = 8.540
- highest occupied orbital energy (eV) = -8.723
- energy above the lowest of the compared OMol25 structures with the same formula, charge and spin (eV) = 1.532

Entry 2:
Formula: C4H9IN
Source: OMol25
Level of theory: the ωB97M-V functional and the def2-TZVPD basis

Cartesian coordinates (Å):
C: 0.915126 -0.417881 -0.393375
C: 2.861424 -0.635917 -0.914561
C: -2.273998 1.027190 0.564502
C: -1.264429 -0.109923 0.491539
N: -0.104320 0.410871 -0.201701
I: 3.430995 -1.064779 1.040280
H: 2.882460 -1.513502 -1.613953
H: 0.535747 -1.526705 -0.314813
H: 3.102686 0.233303 -1.415927
H: -3.188455 0.644409 0.927834
H: -2.011958 1.655230 1.318003
H: -2.309186 1.290879 -0.445424
H: -1.572193 -0.884247 -0.150146
H: -0.873854 -0.507001 1.526644
H: -0.130046 1.398075 -0.418902

Cartesian forces (eV/Å) of the 3 atoms listed first:
-0.2 -1.6 -2.1
-4.2 -1.6 0.9
0.4 -3.5 -0.2

Results
- 2S+1 = 1
- charge = +1
- HOMO-LUMO gap (eV) = 9.112
- highest occupied orbital energy (eV) = -13.810
- energy above the lowest of the compared OMol25 structures with the same formula, charge and spin (eV) = 3.638

Entry 3:
Formula: C4H9N
Source: OMol25
Level of theory: the ωB97M-V functional and the def2-TZVPD basis

Cartesian coordinates (Å):
C: 2.381174 -1.312051 -0.526906
C: 1.529618 -0.248436 -0.090990
N: 0.121909 -0.454276 0.094650
C: -0.644827 0.746876 0.291262
C: -2.167595 0.601523 0.230149
H: 2.674812 -2.061411 0.222641
H: 2.896602 -1.352329 -1.476981
H: 1.815326 0.667849 0.430276
H: -0.169576 -1.038548 -0.679802
H: -0.363212 1.235840 1.228415
H: -0.354753 1.467239 -0.499245
H: -2.607810 1.152156 -0.600725
H: -2.583642 -0.410308 0.205421
H: -2.528027 1.005877 1.171835

Cartesian forces (eV/Å) of the 3 atoms listed first:
-0.2 -0.5 0.4
-0.1 0.1 -0.1
0.3 -0.4 0.4

Results
- 2S+1 = 2
- charge = -1
- HOMO-LUMO gap (alpha / beta) (eV) = 4.457 / 4.567
- highest occupied orbital energy (alpha / beta) (eV) = -0.397 / -0.522
- energy above the lowest of the compared OMol25 structures with the same formula, charge and spin (eV) = 1.900

Entry 4:
Formula: C4H9N
Source: OMol25
Level of theory: the ωB97M-V functional and the def2-TZVPD basis

Cartesian coordinates (Å):
C: 0.199430 -1.420970 1.887748
N: 1.045745 -1.298456 0.970891
C: 0.958257 -0.198583 0.022153
C: -0.411406 0.430634 -0.191538
C: -0.607605 1.047762 -1.567692
H: -0.679865 -0.790690 2.076714
H: 0.307503 -2.233961 2.606092
H: 1.742766 0.493572 0.340491
H: 1.319655 -0.575729 -0.928190
H: -1.171782 -0.329724 -0.012717
H: -0.619285 1.201616 0.559306
H: 0.201279 1.720545 -1.832869
H: -0.757952 0.310442 -2.357689
H: -1.526739 1.643542 -1.572701

Cartesian forces (eV/Å) of the 3 atoms listed first:
-0.4 -0.2 0.5
0.2 0.0 0.0
0.0 -0.2 0.0

Results
- 2S+1 = 1
- SMILES = C=NCCC
- HOMO-LUMO gap (eV) = 10.542
- highest occupied orbital energy (eV) = -9.402
- energy above the lowest of the compared OMol25 structures with the same formula, charge and spin (eV) = 0.699

Entry 5:
Formula: C4H9N
Source: OMol25
Level of theory: the ωB97M-V functional and the def2-TZVPD basis

Cartesian coordinates (Å):
C: -1.570066 0.392796 -0.552384
C: -0.640490 0.635856 0.618963
C: 0.043671 -0.474104 1.315668
N: 0.758797 0.242538 0.460409
C: 1.734683 0.317073 -0.394771
H: -2.586638 0.206909 -0.193057
H: -1.598089 1.266942 -1.214140
H: -1.242657 -0.479462 -1.126807
H: -0.766608 1.606037 1.111801
H: 0.432657 -1.897797 -0.153728
H: 0.248749 -0.802553 2.322758
H: 2.649620 -0.229632 -0.198102
H: 0.886017 -1.781910 -0.764007
H: 1.650352 0.997305 -1.232597

Cartesian forces (eV/Å) of the 3 atoms listed first:
0.0 0.0 0.0
-0.2 0.2 -0.1
0.1 0.2 0.2

Results
- 2S+1 = 1
- HOMO-LUMO gap (eV) = 8.611
- highest occupied orbital energy (eV) = -7.433
- energy above the lowest of the compared OMol25 structures with the same formula, charge and spin (eV) = 4.604

Entry 6:
Formula: C4H9N
Source: OMol25
Level of theory: the ωB97M-V functional and the def2-TZVPD basis

Cartesian coordinates (Å):
C: -1.537315 0.374403 -0.579678
C: -0.622213 0.593104 0.605891
C: 0.092028 -0.548838 1.243480
N: 0.808060 0.319756 0.506205
C: 1.677495 0.164890 -0.485463
H: -2.555422 0.180949 -0.225915
H: -1.570886 1.262718 -1.220534
H: -1.218910 -0.481438 -1.178676
H: -0.822344 1.513706 1.162171
H: 0.398476 -1.682820 -0.000743
H: 0.237223 -0.868447 2.267537
H: 2.636306 -0.279710 -0.237489
H: 0.901753 -1.525689 -0.695130
H: 1.639030 0.879630 -1.302811

Cartesian forces (eV/Å) of the 3 atoms listed first:
0.0 0.0 0.0
-0.2 0.2 -0.1
0.1 0.1 0.2

Results
- 2S+1 = 1
- HOMO-LUMO gap (eV) = 9.114
- highest occupied orbital energy (eV) = -7.951
- energy above the lowest of the compared OMol25 structures with the same formula, charge and spin (eV) = 4.962

Entry 7:
Formula: C4H9N
Source: OMol25
Level of theory: the ωB97M-V functional and the def2-TZVPD basis

Cartesian coordinates (Å):
C: -1.098398 -0.450098 1.404174
C: -0.114711 -0.329748 0.470401
N: 1.032321 -1.166275 0.456731
C: -0.425227 0.215529 -0.925108
C: 0.564190 1.364315 -0.941679
H: -0.909008 -0.889415 2.370995
H: -2.067698 -0.005629 1.258448
H: 1.143705 -1.753219 1.270655
H: 1.135274 -1.715876 -0.384449
H: -0.217716 -0.518737 -1.706356
H: -1.445690 0.595460 -0.960685
H: 1.584192 1.032569 -1.106617
H: 0.265715 2.219583 -1.540582
H: 0.553051 1.401539 0.334073

Cartesian forces (eV/Å) of the 3 atoms listed first:
1.3 0.8 -0.4
-2.9 -4.2 -1.0
0.4 0.9 0.6

Results
- 2S+1 = 1
- SMILES = C=C(N)CC
- HOMO-LUMO gap (eV) = 9.147
- highest occupied orbital energy (eV) = -8.145
- energy above the lowest of the compared OMol25 structures with the same formula, charge and spin (eV) = 1.777

Entry 8:
Formula: C4H9N
Source: OMol25
Level of theory: the ωB97M-V functional and the def2-TZVPD basis

Cartesian coordinates (Å):
C: 1.324090 1.356712 0.346222
C: 0.431562 0.436044 0.735010
C: -1.020433 0.499678 0.362582
C: -1.939902 -0.330564 0.866167
H: 1.149595 2.003650 -0.507579
H: 2.275182 1.449181 0.860679
H: 0.663733 -0.198251 1.587301
H: -1.311943 1.208664 -0.410937
H: -2.963132 -0.318095 0.500759
H: -1.710380 -1.040996 1.655194
N: 0.729987 -1.420702 -1.654774
H: 0.591091 -1.917619 -0.773619
H: 1.689771 -1.088037 -1.731440
H: 0.090778 -0.639666 -1.835564

Cartesian forces (eV/Å) of the 3 atoms listed first:
-0.2 -0.6 0.1
-1.0 1.7 0.7
0.8 -1.1 -0.2

Results
- 2S+1 = 1
- SMILES = C=CC=C.N
- HOMO-LUMO gap (eV) = 9.855
- highest occupied orbital energy (eV) = -8.902
- energy above the lowest of the compared OMol25 structures with the same formula, charge and spin (eV) = 1.336

Entry 9:
Formula: C4H9N
Source: OMol25
Level of theory: the ωB97M-V functional and the def2-TZVPD basis

Cartesian coordinates (Å):
C: -1.905210 0.157173 0.111996
C: -0.710101 -0.626379 -0.448216
C: 0.604078 -0.237982 0.338090
C: 1.521324 0.752867 -0.250946
N: 1.972910 -0.678546 -0.103770
H: -2.127189 -0.322929 1.176553
H: -2.779691 0.302202 -0.606494
H: -1.591468 1.254806 0.416271
H: -0.728305 -1.699334 -0.388159
H: -0.647672 -0.395178 -1.529469
H: 0.366048 -0.191293 1.436914
H: 2.171835 1.402287 0.421041
H: 1.273382 1.117316 -1.283116
H: 2.580063 -0.835005 0.709303

Cartesian forces (eV/Å) of the 3 atoms listed first:
0.0 1.0 2.4
1.6 1.1 -0.4
-0.9 0.2 0.3

Results
- 2S+1 = 1
- SMILES = CC[C@@H]1CN1
- HOMO-LUMO gap (eV) = 10.521
- highest occupied orbital energy (eV) = -9.344
- energy above the lowest of the compared OMol25 structures with the same formula, charge and spin (eV) = 1.729

Entry 10:
Formula: C4H9N
Source: OMol25
Level of theory: the ωB97M-V functional and the def2-TZVPD basis

Cartesian coordinates (Å):
C: 1.884448 0.326360 -0.026727
C: 0.454942 0.207170 0.683132
C: -0.832410 0.002615 0.002722
C: -0.924972 -0.773221 -1.171334
N: -2.062338 0.408644 0.612545
H: 1.953454 -0.810334 -0.401026
H: 2.031135 1.109706 -0.764999
H: 2.754787 0.548204 0.822400
H: 0.421655 -0.680011 1.346283
H: 0.249443 1.076834 1.329284
H: 0.667592 -1.049777 -1.923397
H: -1.604472 -1.625828 -0.974979
H: -2.671357 -0.209818 0.062612
H: -2.321913 1.469455 0.403490

Cartesian forces (eV/Å) of the 3 atoms listed first:
0.3 -2.8 2.5
0.9 2.2 1.1
0.1 -1.3 -4.0

Results
- 2S+1 = 1
- HOMO-LUMO gap (eV) = 8.923
- highest occupied orbital energy (eV) = -8.246
- energy above the lowest of the compared OMol25 structures with the same formula, charge and spin (eV) = 5.516